This record from the OMol25 dataset describes an isolated molecule of C5H5NOS at a distorted geometry. The level of theory is the ωB97M-V functional and the def2-TZVPD basis.

```
13
Properties=species:S:1:pos:R:3:forces:R:3:lowdin_spin:R:1
C 2.567279 0.003664 0.597024 0.700 -1.758 1.871 0.57
C 0.655763 -1.080998 -0.033261 0.298 1.799 0.372 0.14
C -1.343800 0.573748 -0.949284 0.113 -0.201 -0.240 0.01
C -1.696639 0.247888 0.493502 0.175 -0.151 0.328 0.00
C -0.600840 -0.450458 -0.198383 -0.156 0.649 -0.213 0.01
N 1.842793 -1.108940 0.355409 -0.165 -1.541 -0.246 0.11
O -0.315148 -1.865296 -0.456625 -0.773 -1.354 -0.261 0.07
S 2.467428 1.379376 -0.269274 -0.284 2.243 -1.264 1.04
H 3.308033 -0.114573 1.381295 0.197 0.299 -0.199 0.04
H -2.025777 0.251961 -1.722014 -0.094 -0.079 0.007 0.00
H -0.826088 1.495900 -1.154421 0.058 0.170 -0.045 0.00
H -1.419253 0.952595 1.265168 0.018 0.040 0.014 0.00
H -2.613757 -0.284872 0.690860 -0.086 -0.116 -0.124 0.00
```
Positions in Å, forces in eV/Å.

Calculated values
**ΔE to the lowest compared entry with this formula, charge and spin**: 172.8 kJ/mol
**Total charge**: 0
**Frontier orbital gap (alpha / beta)**: 7.27 / 7.13 eV
**E_HOMO (alpha / beta)**: -0.239 / -0.358 Ha
**2S+1**: 3

---

This record from the OMol25 dataset describes an isolated molecule of C5H5NS at a distorted geometry. The level of theory is the ωB97M-V functional and the def2-TZVPD basis.

```
12
Properties=species:S:1:pos:R:3:forces:R:3:lowdin_charge:R:1
C -2.825907 -0.397024 -0.387794 -3.500 -0.584 -1.969 0.12
C -1.709884 -0.177536 -0.068581 0.846 0.487 1.615 -0.12
C -0.447995 0.067652 0.561080 1.127 0.456 -1.122 -0.25
C 0.487261 1.147429 -0.092434 -2.176 -0.380 -0.583 -0.08
N 0.617090 -0.267744 -0.340873 2.457 -0.097 -0.322 -0.15
C 1.850973 -0.877208 -0.021354 -1.997 -0.264 0.021 -0.69
S 3.226528 -0.084364 -0.222686 0.961 -0.169 0.026 0.68
H -3.821411 -0.572064 -0.867166 1.632 0.245 0.956 0.06
H -0.311791 -0.232960 1.564318 -0.037 -0.007 1.060 0.13
H 1.334346 1.647919 0.410228 -0.848 -0.327 -0.105 0.08
H -0.149802 1.685276 -0.856651 1.437 -0.345 0.768 0.13
H 1.750590 -1.939375 0.321915 0.100 0.984 -0.346 0.08
```
Positions in Å, forces in eV/Å.

Calculated values
**SMILES**: C#C[C@@H]1CN1C=S
**ΔE to the lowest compared entry with this formula, charge and spin**: 351.7 kJ/mol
**Total charge**: 0
**Frontier orbital gap**: 9.01 eV
**E_HOMO**: -0.326 Ha

---

This record from the OMol25 dataset describes the ion C5H5O2 with charge -1 at a distorted geometry. The level of theory is the ωB97M-V functional and the def2-TZVPD basis.

```
12
Properties=species:S:1:pos:R:3:forces:R:3:lowdin_charge:R:1
C 1.335618 -0.593138 0.289783 1.231 2.877 -1.547 -0.13
C 0.694908 0.858901 0.260988 2.087 -2.180 -0.031 -0.15
C -0.568771 1.173448 -0.039599 -0.854 0.880 0.395 -0.57
O -1.211414 2.237240 0.226332 0.062 -0.962 -0.750 -0.14
C -1.278908 0.049417 -0.918690 0.651 1.349 1.813 -0.03
C -1.564246 -1.008086 -0.282303 -0.576 -3.551 1.263 -0.25
O -1.685252 -2.046824 0.333597 0.062 2.344 -1.230 0.04
H 1.893703 -0.471383 1.189798 1.149 -0.521 0.581 0.03
H 1.994715 -1.003571 -0.567684 -0.802 1.048 1.047 0.08
H 0.658571 -1.328166 0.500418 -1.902 -1.917 0.389 -0.02
H 1.314676 1.581205 0.765568 -0.020 0.391 0.147 0.06
H -1.583598 0.550958 -1.758212 -1.088 0.242 -2.078 0.07
```
Positions in Å, forces in eV/Å.

Calculated values
**SMILES**: C/C=C(/[O-])C=C=O
**ΔE to the lowest compared entry with this formula, charge and spin**: 223.0 kJ/mol
**Total charge**: -1
**Frontier orbital gap**: 6.67 eV
**E_HOMO**: -0.096 Ha

---

This record from the OMol25 dataset describes the ion C5H5O2S with charge -1 at a distorted geometry. The level of theory is the ωB97M-V functional and the def2-TZVPD basis.

```
13
Properties=species:S:1:pos:R:3:forces:R:3:lowdin_charge:R:1
O -2.794983 0.484388 0.533415 -0.464 0.095 0.297 -0.05
C -1.673915 0.078705 0.287648 1.332 1.110 -1.292 -0.45
C -1.090084 -1.208845 0.265477 1.844 0.961 0.041 -0.01
C 0.317764 -1.105633 -0.023205 -1.050 -0.695 0.572 -0.55
O 1.193870 -1.970833 0.014619 0.045 -0.769 -0.183 -0.08
C 0.710808 0.292631 -0.385248 1.707 1.172 1.597 -0.58
S 2.379764 0.671298 0.486676 -0.586 -0.423 -0.287 0.62
C -0.449538 1.214764 -0.145955 -2.245 0.372 -0.458 -0.13
H -1.435328 -2.108973 0.745365 -0.507 -0.033 -0.160 0.09
H 1.125604 0.328884 -1.362158 -0.419 -0.007 -1.183 0.06
H 2.902308 -0.512151 0.030345 -0.293 0.601 0.390 -0.14
H -0.588223 1.830934 -1.110853 -0.515 -1.104 1.285 0.11
H -0.598049 2.004836 0.663876 1.152 -1.282 -0.619 0.11
```
Positions in Å, forces in eV/Å.

Calculated values
**SMILES**: O=C1C=C([O-])[C@H](S)C1
**ΔE to the lowest compared entry with this formula, charge and spin**: 0.0 kJ/mol
**Total charge**: -1
**Frontier orbital gap**: 7.35 eV
**E_HOMO**: -0.143 Ha

---

This record from the OMol25 dataset describes a structure of composition C5H5O3Pm at a distorted geometry. The level of theory is the ωB97M-V functional and the def2-TZVPD basis.

```
14
Properties=species:S:1:pos:R:3:forces:R:3:lowdin_spin:R:1
O -1.146774 2.071847 -0.169284 -1.754 -2.414 -0.518 0.00
C -1.613843 0.899500 -0.159228 -1.630 2.668 2.677 0.01
O -1.433819 0.159037 0.948317 0.338 1.012 -0.865 0.05
Pm 0.916597 2.687435 0.095431 1.266 1.534 0.268 3.11
H -2.511114 0.683603 -0.761643 0.717 -0.525 -0.655 0.01
O 3.064457 0.018702 0.696001 -0.659 0.872 -0.671 0.21
C 2.037977 0.382038 -0.087634 -0.150 -2.909 0.412 0.34
C 1.023681 -0.284139 -0.514584 -0.735 0.852 0.407 -0.02
C -0.216597 -0.828790 -0.706514 2.095 -1.672 -0.277 0.25
C -1.057133 -1.175543 0.514279 -0.489 0.051 -0.518 0.02
H 3.892898 0.085780 0.210089 0.706 0.024 -0.083 0.00
H -0.457289 -1.311337 -1.657802 0.001 0.353 0.083 0.01
H -1.960245 -1.736555 0.238677 0.325 0.024 0.095 0.00
H -0.538794 -1.651579 1.353891 -0.030 0.132 -0.356 0.01
```
Positions in Å, forces in eV/Å.

Calculated values
**Total charge**: +2
**Frontier orbital gap (alpha / beta)**: 7.94 / 3.95 eV
**E_HOMO (alpha / beta)**: -0.624 / -0.541 Ha
**2S+1**: 5

---

This record from the OMol25 dataset describes an isolated molecule of C5H5OPS at a distorted geometry. The level of theory is the ωB97M-V functional and the def2-TZVPD basis.

```
13
Properties=species:S:1:pos:R:3:forces:R:3:lowdin_charge:R:1
C 0.525127 0.044952 1.691806 -1.482 -1.383 -1.480 -0.07
C -0.712150 0.019854 2.290290 3.243 1.056 -2.307 -0.20
C -1.376632 -0.785832 -0.467318 1.498 1.347 4.344 -0.53
C -1.924890 0.321088 2.095714 -1.254 -1.403 -1.448 -0.38
C 1.087652 0.720274 -1.372181 -0.592 0.380 3.004 -0.15
O 1.115445 -1.971698 -0.498950 0.421 -0.821 0.452 -0.37
P 0.387923 -0.745603 -0.182261 0.301 2.723 -0.792 0.63
S -2.551442 -0.151247 0.559399 -0.140 0.468 1.419 0.93
H 1.569939 0.295691 1.863573 -0.513 -0.079 0.739 0.06
H -1.808672 -0.870282 -1.377304 -0.942 -0.532 -3.002 -0.02
H 0.494685 1.620826 -1.015114 0.586 -0.929 -0.877 0.04
H 2.151111 0.958339 -1.153916 -0.573 -0.467 0.178 0.03
H 1.041905 0.543637 -2.433739 -0.554 -0.361 -0.228 0.02
```
Positions in Å, forces in eV/Å.

Calculated values
**ΔE to the lowest compared entry with this formula, charge and spin**: 240.2 kJ/mol
**Total charge**: 0
**Frontier orbital gap (alpha / beta)**: 7.17 / 7.22 eV
**E_HOMO (alpha / beta)**: -0.310 / -0.313 Ha

---

E / Ha: -721.49712 -646.31885 -343.95092 -742.22639 -1026.74676 -1008.10542